Density functional theory data (ωB97M-V/def2-TZVPD) for 9 unconnected molecules or ions with the total composition C46H96Cl6N5O9P in a non-equilibrium geometry.

Structure (XYZ):
```
163
Properties=species:S:1:pos:R:3:forces:R:3
C -41.0306 -2.9473 -32.5462 -0.04 -0.53 0.72
C -40.4300 -1.9348 -31.5838 3.35 1.22 -2.11
C -41.1961 -0.8027 -31.0423 -2.45 0.54 2.62
O -40.5251 -0.1090 -30.0020 1.32 -0.60 -0.40
C -41.2215 1.0013 -29.4779 -0.12 0.37 0.16
N -39.5157 -2.6009 -30.5842 -2.21 -1.21 -0.20
H -40.0392 -3.3287 -30.1191 -0.81 -0.27 1.43
H -38.8977 -3.2745 -31.0136 1.40 0.45 -0.59
H -39.1421 -1.9342 -29.9238 0.50 0.11 0.28
H -41.5171 -2.5748 -33.4477 -0.04 0.52 0.40
H -41.7183 -3.5860 -31.9919 -0.24 -0.08 -0.16
H -40.2407 -3.6031 -32.9125 0.12 -0.03 0.08
H -39.6916 -1.3202 -32.0987 0.51 -0.50 -0.82
H -42.0743 -1.2112 -30.5423 -0.87 0.17 -0.34
H -41.4557 -0.0689 -31.8054 -0.23 -0.41 -0.41
H -41.3934 1.7833 -30.2175 0.01 -0.08 -0.36
H -40.6127 1.4607 -28.6992 0.05 -0.31 -0.01
H -42.1866 0.7125 -29.0616 -0.09 -0.16 0.07
P -39.1359 -7.6962 -28.9415 2.92 -4.30 -0.78
O -39.4009 -9.2597 -29.0387 -1.70 2.29 0.11
O -38.0430 -7.5122 -30.0749 -0.88 1.47 -0.25
O -38.0482 -7.7099 -27.7977 -0.68 1.44 0.70
O -40.2641 -6.6691 -28.8944 0.08 0.09 -0.01
C -48.6323 1.3681 -21.9201 1.02 -1.06 0.11
C -47.3041 1.8386 -22.5788 -1.19 0.79 0.93
C -47.3185 3.4099 -22.2864 0.85 -0.64 -0.56
C -45.9450 4.0865 -22.4652 -1.42 -1.86 0.25
C -44.9545 3.3190 -21.5837 -0.43 1.34 0.20
C -44.7900 1.8333 -21.8400 0.82 -0.27 -0.01
N -46.1331 1.1394 -21.8314 -0.75 -2.95 -2.15
O -46.1516 -0.2693 -21.9555 0.28 5.17 0.48
C -44.1073 1.7981 -23.2369 0.39 -1.41 0.47
C -43.9061 1.2125 -20.6914 0.26 -0.20 -1.51
C -47.4927 1.5691 -24.1017 1.55 0.18 0.77
H -48.5761 1.5362 -20.8446 -0.32 0.36 -0.02
H -48.7330 0.2867 -22.0126 0.04 -0.10 -0.22
H -49.4968 1.8130 -22.4126 0.11 0.29 0.28
H -47.9831 3.8749 -23.0146 -0.47 -0.21 0.15
H -47.7191 3.5338 -21.2803 0.08 0.24 0.03
H -45.9928 5.1599 -22.2819 0.16 -0.10 0.24
H -45.7193 3.9368 -23.5210 0.43 0.26 -0.05
H -45.2110 3.3858 -20.5264 -0.04 0.70 0.11
H -44.0522 3.8777 -21.8327 0.69 -0.66 0.83
H -44.8183 2.0984 -24.0065 0.34 -0.20 -0.02
H -43.1989 2.3984 -23.2873 -0.32 0.60 0.28
H -43.6712 0.8175 -23.4277 -0.63 -0.39 -0.29
H -43.7041 0.1661 -20.9199 -0.46 -0.16 0.13
H -42.9012 1.6330 -20.7307 -0.08 0.51 0.00
H -44.2785 1.3069 -19.6713 -0.37 0.13 -0.26
H -47.3150 0.5131 -24.3051 -0.52 -0.03 -0.07
H -46.7522 2.1082 -24.6927 0.01 0.12 -0.07
H -48.4704 1.9601 -24.3835 -0.01 -0.43 -0.05
C -43.6778 -9.7441 -33.7618 1.65 -0.62 -0.17
C -43.0292 -10.0673 -35.1892 -1.72 -0.51 0.81
C -42.6880 -8.7685 -35.8893 0.58 1.52 -0.04
C -41.9159 -8.9006 -37.1575 0.74 0.03 -0.46
C -40.5942 -9.5640 -36.8369 -0.29 -0.69 0.07
C -40.7513 -10.9327 -36.0956 0.62 0.29 -0.57
N -41.7995 -10.9072 -35.0202 0.24 -2.88 2.65
O -41.8198 -12.0061 -34.0851 -0.09 4.48 -4.07
C -41.0741 -11.9697 -37.1485 -0.78 -0.99 -0.01
C -39.3592 -11.2602 -35.5531 0.34 -0.91 1.66
C -44.1234 -10.8728 -35.9949 0.79 0.14 0.84
H -44.0077 -10.6118 -33.1904 -0.46 -0.33 -0.72
H -44.4451 -8.9701 -33.7716 0.08 -0.09 -0.35
H -42.8700 -9.4563 -33.0888 0.19 0.66 -0.19
H -43.4949 -8.0676 -36.1033 -0.87 -0.65 0.40
H -42.0270 -8.1284 -35.3051 0.03 -0.27 0.82
H -41.6741 -7.9245 -37.5781 -0.20 0.29 0.10
H -42.4700 -9.3956 -37.9551 0.03 -0.45 0.03
H -39.9043 -8.9652 -36.2424 -0.41 0.48 0.13
H -40.0911 -9.7111 -37.7925 0.32 -0.48 0.12
H -40.3053 -11.8962 -37.9177 -0.11 -0.39 -0.06
H -41.1365 -12.9608 -36.6991 0.65 -0.14 0.10
H -42.0698 -11.9239 -37.5896 0.09 0.74 -0.27
H -38.4964 -11.0933 -36.1979 -0.45 0.51 -0.49
H -39.1549 -10.7856 -34.5934 -0.14 0.60 -0.13
H -39.2303 -12.3012 -35.2570 -0.52 -0.31 -0.22
H -45.0349 -10.2783 -36.0569 -0.07 -0.09 0.23
H -44.2374 -11.7517 -35.3603 -0.53 -0.16 -0.29
H -43.8762 -11.1950 -37.0064 0.30 0.19 0.09
C -29.5701 -6.4811 -27.0402 -1.76 -0.91 0.03
C -30.2717 -5.5188 -26.0240 1.02 0.26 -1.01
C -29.3790 -4.2596 -26.0657 0.51 0.38 -0.31
C -29.8602 -2.9965 -25.4381 -2.17 0.17 2.22
C -31.3115 -2.7751 -25.9072 1.82 0.87 -0.80
C -32.3107 -3.9461 -25.8585 1.83 0.21 1.06
N -31.6519 -5.1736 -26.4646 -3.71 -3.38 0.33
O -32.6528 -6.3193 -26.5820 4.49 4.53 0.61
C -32.7771 -4.1734 -24.3675 0.26 0.23 -1.34
C -33.3745 -3.4724 -26.7220 -2.91 -0.79 -1.69
C -30.1811 -6.0995 -24.6245 -0.72 -0.70 0.59
H -29.4830 -6.1134 -28.0626 0.19 0.57 0.24
H -30.2483 -7.3245 -27.1696 -0.11 -0.24 0.12
H -28.6371 -6.9336 -26.7044 0.11 0.54 0.24
H -28.5253 -4.5818 -25.4695 0.63 0.05 -0.73
H -29.1535 -3.9821 -27.0953 0.40 -0.57 -0.17
H -29.3275 -2.0616 -25.6123 0.49 -0.37 -0.40
H -29.7959 -3.1493 -24.3607 -0.17 0.19 0.42
H -31.0258 -2.4015 -26.8905 -0.69 -1.14 -1.32
H -31.7645 -1.8030 -25.7122 -0.34 -0.23 1.59
H -32.9737 -5.2297 -24.1839 0.41 0.07 0.16
H -31.9834 -3.7062 -23.7846 -0.31 -0.48 0.67
H -33.7275 -3.6708 -24.1876 0.13 0.27 -0.06
H -34.2007 -4.1833 -26.7260 -0.03 -0.30 -0.17
H -33.8796 -2.5545 -26.4211 0.60 0.26 0.23
H -33.0366 -3.4057 -27.7561 0.00 0.20 0.01
H -29.1868 -6.4662 -24.3693 0.21 0.25 -0.27
H -30.8277 -6.9709 -24.5221 -0.20 0.00 -0.13
H -30.4875 -5.3967 -23.8497 0.05 0.08 -0.09
C -35.9446 8.4458 -26.9468 -0.95 -1.08 -1.41
C -35.3668 7.3805 -26.0541 0.67 -0.23 1.39
C -34.8799 8.2655 -24.8167 -0.45 -1.07 -0.28
C -34.5868 7.4340 -23.6163 -0.15 -0.22 0.27
C -35.7688 6.5591 -23.2748 0.20 0.00 -0.01
C -36.1659 5.6189 -24.4479 0.35 -2.36 1.76
N -36.4141 6.3276 -25.6857 -0.09 1.17 -0.88
O -36.7686 5.5065 -26.8593 0.89 0.87 1.89
C -35.1109 4.4136 -24.4640 -0.18 1.06 0.23
C -37.4715 4.9350 -23.8811 -0.26 1.70 -1.38
C -34.1190 6.7491 -26.7031 0.51 0.14 0.62
H -36.9456 8.6687 -26.5775 0.00 0.29 -0.11
H -36.0302 7.9774 -27.9273 -0.45 0.15 -0.27
H -35.3336 9.3369 -27.0906 0.17 0.01 0.44
H -33.9433 8.7983 -24.9814 -0.05 0.23 -0.93
H -35.6349 9.0066 -24.5546 -0.25 0.05 -0.17
H -34.3039 8.1234 -22.8209 0.14 -0.23 0.44
H -33.7323 6.8110 -23.8804 0.21 -0.16 0.38
H -36.6179 7.1448 -22.9224 -0.29 0.47 -0.56
H -35.5723 5.9794 -22.3729 0.33 -0.50 -0.14
H -35.4981 3.5286 -24.9688 0.25 0.37 -0.61
H -34.1486 4.7965 -24.8040 0.02 -0.49 -0.57
H -34.9071 4.0695 -23.4500 -0.24 0.15 0.38
H -38.1302 5.7997 -23.9623 -0.79 -0.22 -0.16
H -37.8238 4.1427 -24.5416 0.00 -0.01 0.18
H -37.5032 4.6937 -22.8186 0.69 -0.42 -0.06
H -34.2358 5.7853 -27.1986 -0.73 0.34 -0.31
H -33.3877 6.5278 -25.9257 0.25 0.12 0.18
H -33.6599 7.5027 -27.3430 0.17 -0.15 -0.34
Cl -35.2150 -0.1841 -34.6210 0.34 0.78 0.16
C -34.1748 1.2316 -34.1566 -0.47 0.57 -1.17
C -32.9010 1.2899 -34.9577 0.70 0.70 0.11
Cl -31.7960 0.0025 -34.5910 0.81 -0.78 0.17
H -34.1501 1.2760 -33.0678 0.65 -0.32 -0.23
H -34.5800 2.1880 -34.4870 -1.16 -0.23 0.12
H -32.4095 2.2485 -34.7918 0.15 0.02 0.90
H -32.9521 1.3865 -36.0422 -1.03 -0.74 -0.04
Cl -45.8279 -2.1063 -28.7224 0.10 0.79 -0.93
C -44.7443 -3.2462 -27.9491 -0.17 1.27 2.87
C -44.9426 -4.6538 -28.3372 0.54 -0.80 -1.37
Cl -46.6287 -5.0645 -28.7435 -0.02 -0.23 0.28
H -44.9780 -3.0480 -26.9030 -0.33 -0.57 0.23
H -43.7069 -2.9133 -27.9167 0.11 -0.17 -1.03
H -44.5748 -5.3712 -27.6036 -0.01 0.23 -0.02
H -44.3719 -4.7670 -29.2590 -0.13 -0.58 -0.01
Cl -40.0354 -5.3630 -21.7346 -0.19 -0.21 0.55
C -39.2358 -5.3114 -23.3077 1.00 -0.54 0.14
C -39.5856 -4.0491 -24.0223 0.58 -0.46 -1.66
Cl -38.8034 -2.6196 -23.3628 -0.06 0.81 1.01
H -39.3917 -6.2557 -23.8293 -0.89 0.35 -0.36
H -38.1576 -5.3841 -23.1651 0.04 0.49 0.38
H -40.6550 -3.9056 -24.1769 0.18 0.11 0.20
H -39.0498 -4.0503 -24.9715 -0.65 -0.65 -0.38
```
Positions in Å, forces in eV/Å.

Calculated values
- Expectation value of S²: 6.033
- E_LUMO (alpha / beta): 2.27 / 2.12 eV
- E: -159544.88685 eV
- HOMO energy (alpha / beta): -1.1 / -0.6 eV
- Frontier orbital gap (alpha / beta): 3.39 / 2.74 eV
- 2S+1: 5
- Net charge: -2